# 1
86
Properties=species:S:1:pos:R:3 method="wB97M-V/def2-TZVPD" lumo_energy_ev="-2.712 / -9.946" s2=0.7572 total_charge=+1 multiplicity=2 gap_ev="10.0371 / 2.8037"
C -0.2551 -2.4524 -3.4799
C -1.3254 -1.3845 -3.3562
C -2.6631 -1.6099 -3.9560
O -3.5052 -0.8289 -3.1840
C -2.9536 -0.7211 -1.9243
O -3.3361 -0.0413 -1.0126
O -1.6954 -1.2035 -1.9773
H 0.3628 -2.4301 -4.3776
H -0.8090 -3.3779 -3.3230
H 0.6003 -2.3984 -2.8065
H -0.9602 -0.3772 -3.5567
H -3.0906 -2.5965 -4.1346
H -2.6068 -1.0919 -4.9134
C -3.6909 -1.9426 2.1701
C -4.9013 -0.9392 2.3279
C -6.1362 -1.3667 1.6021
O -7.0832 -1.7597 2.5801
C -6.6604 -1.4237 3.7744
O -7.2726 -1.4897 4.8396
O -5.3066 -1.0857 3.6666
H -3.2677 -1.9395 1.1656
H -4.1229 -2.9056 2.4423
H -2.9624 -1.5904 2.9003
H -4.5743 0.0668 2.0650
H -5.8028 -2.2492 1.0561
H -6.5038 -0.6053 0.9142
C 0.0190 5.0438 5.3791
C 1.2023 4.9597 4.4455
C 1.4988 3.5824 3.9564
O 1.4811 3.5246 2.5144
C 1.1850 4.7410 2.1377
O 1.1798 5.0402 0.9657
O 0.7981 5.4811 3.1882
H 0.2511 4.5594 6.3276
H -0.9427 4.5891 5.1415
H -0.2445 6.0872 5.5521
H 2.0989 5.5366 4.6724
H 0.7219 2.9713 4.4159
H 2.4003 3.1236 4.3627
C 4.2631 -2.0148 -2.5818
C 4.7715 -1.5300 -1.2950
C 4.9453 0.0217 -1.1231
O 4.2210 0.2439 0.0833
C 3.6518 -0.9571 0.5430
O 3.1302 -1.0764 1.6435
O 3.9373 -1.9855 -0.2534
H 3.2485 -1.6198 -2.6338
H 4.5137 -3.0207 -2.9187
H 4.7322 -1.5394 -3.4431
H 5.7524 -1.9581 -1.0884
H 4.4553 0.5625 -1.9327
H 6.0009 0.2571 -0.9873
C 0.5179 -3.1906 -0.0416
C 0.9125 -4.1645 1.1239
C 0.9736 -3.4820 2.4888
O 0.1521 -4.2831 3.1733
C -0.6316 -5.1880 2.4616
O -1.5907 -5.8720 2.7782
O -0.1058 -5.1549 1.2125
H 0.2739 -3.7422 -0.9495
H 1.3774 -2.5453 -0.2231
H -0.3684 -2.6255 0.2466
H 1.8648 -4.6634 0.9441
H 0.7835 -2.4087 2.4922
H 1.9163 -3.6372 3.0135
C 2.7902 2.5321 -3.8989
C 1.3020 2.8639 -3.6378
C 0.9164 4.1943 -4.2548
O 0.7833 3.7886 -5.5892
C 0.3033 2.5044 -5.6752
O -0.1275 1.9595 -6.6552
O 0.5154 1.9503 -4.4695
H 2.9670 2.7925 -4.9425
H 3.0455 1.4851 -3.7356
H 3.3051 3.2390 -3.2483
H 1.0509 2.7861 -2.5799
H 1.6550 4.9811 -4.1014
H 0.1150 4.7968 -3.8272
Cl 0.3649 0.9137 -0.5826
C -0.5433 1.3538 0.8264
C -0.2903 0.2465 1.8884
Cl -1.3449 0.4714 3.3130
H -1.5927 1.5715 0.6279
H -0.2025 2.2381 1.3650
H 0.7231 0.1785 2.2840
H -0.5614 -0.7686 1.5986

# 2
74
Properties=species:S:1:pos:R:3 method="wB97M-V/def2-TZVPD" lumo_energy_ev=2.187 total_charge=-1 gap_ev=6.2014
Cu 13.5722 12.7439 11.7831
C 20.4189 9.9617 9.8064
Sb 18.7069 9.4623 11.0427
C 19.3105 10.4680 12.8711
C 19.6143 7.4129 11.4687
C 19.3619 6.3387 10.4926
C 20.3293 6.2112 9.4796
C 20.0989 5.4725 8.3347
C 18.8573 4.8245 8.2135
C 17.8647 4.8975 9.1842
C 18.1761 5.5799 10.3736
C 17.2339 5.5722 11.5223
Sb 15.6828 7.1510 11.3166
C 15.0646 7.0700 13.3818
C 14.1879 5.9522 10.4030
H 21.2810 9.8834 10.4201
H 20.1636 11.0290 9.5296
H 20.4510 9.2609 8.9170
H 19.0550 11.5243 12.7692
H 20.3894 10.3489 13.0936
H 18.6800 10.0017 13.6422
H 19.2779 7.2367 12.5114
H 20.6384 7.7606 11.4433
H 21.2355 6.7993 9.6534
H 20.8667 5.3678 7.5446
H 18.6484 4.4075 7.2248
H 16.8893 4.4304 9.0210
H 17.7412 5.6885 12.5324
H 16.7068 4.5841 11.5903
H 14.3451 6.2660 13.5676
H 14.5647 8.0140 13.6182
H 15.8477 6.9037 14.0437
H 14.1842 4.9799 10.9015
H 14.3273 5.8930 9.3391
H 13.3113 6.5060 10.5721
C 8.8714 11.3857 5.7863
N 10.3516 11.4421 5.4808
C 10.9397 10.3415 4.7518
C 11.2222 12.2026 6.2314
S 10.7199 12.8992 7.7141
N 12.5569 12.1920 5.7257
C 13.6359 12.5463 6.5611
C 12.6612 12.7370 4.3732
H 8.3708 10.9665 4.9026
H 8.5548 12.4110 5.9704
H 8.9033 10.7454 6.6977
H 10.1637 9.6577 4.3815
H 11.6433 9.7672 5.3417
H 11.4514 10.6701 3.8745
H 13.4294 12.1891 7.5592
H 13.8259 13.6530 6.5562
H 14.5889 12.0469 6.1867
H 11.9740 12.3498 3.6585
H 13.6262 12.5513 3.9715
H 12.4408 13.8512 4.4781
I 15.6656 14.7489 10.5709
C 14.9268 13.9355 12.3636
H 14.5646 14.7407 12.9970
H 15.7656 13.3556 12.8355
C 12.2034 11.6049 11.2673
C 11.1382 11.3909 12.2268
C 9.7682 11.4043 11.7975
C 8.7723 11.0702 12.6748
C 9.0453 10.7116 14.0093
C 10.3521 10.6744 14.4229
C 11.4100 11.0988 13.6420
C 7.9983 10.1146 14.8087
N 7.2866 9.7284 15.6527
H 11.8272 12.1616 10.3784
H 12.7240 10.7092 10.9214
H 9.4920 11.8168 10.7920
H 7.6895 11.1325 12.5306
H 10.4971 10.2374 15.3766
H 12.4107 11.1205 14.0630

# 3
87
Properties=species:S:1:pos:R:3 method="wB97M-V/def2-TZVPD" lumo_energy_ev=0.464 total_charge=0 smiles="FC(F)(CCCCP)C(F)(F)S(F)(F)(F)(F)F.O=C1CCCO1.O=C1CCCO1.O=C1CCCO1.O=C1CCCO1.O=C1CCCO1" gap_ev=10.0505
F -2.2914 -5.5218 -2.7485
C -2.6138 -4.7902 -3.8361
F -2.7860 -5.6796 -4.8549
C -3.8790 -3.9685 -3.6498
C -4.5557 -4.1557 -2.2905
C -5.8011 -3.2679 -2.0420
C -6.5099 -2.6423 -3.2567
P -5.6695 -1.1159 -3.9314
C -1.3226 -4.0224 -4.2610
F -1.5660 -3.4208 -5.4284
F -0.3396 -4.8994 -4.4374
S -0.6526 -2.6784 -3.0885
F 0.3581 -3.6895 -2.4240
F -1.7231 -3.0180 -1.9546
F -1.6773 -1.6189 -3.7024
F 0.4237 -2.2941 -4.1892
F -0.0712 -1.5371 -2.1756
H -4.5494 -4.3065 -4.4455
H -3.6582 -2.9199 -3.8571
H -3.8310 -3.9691 -1.4958
H -4.8393 -5.2085 -2.1958
H -6.5382 -3.8789 -1.5118
H -5.5304 -2.4631 -1.3494
H -7.5320 -2.3851 -2.9736
H -6.5866 -3.3677 -4.0749
H -6.8356 -0.3752 -4.2261
H -5.4933 -0.4875 -2.6770
O -0.1992 1.5255 1.9841
C 0.5096 1.6818 1.0270
C 1.2273 0.6433 0.1902
C 2.2828 1.4669 -0.5421
C 1.5921 2.8220 -0.6380
O 0.7828 2.9188 0.5499
H 0.5032 0.1979 -0.4945
H 1.6465 -0.1278 0.8267
H 2.5669 1.0690 -1.5138
H 3.1795 1.5447 0.0718
H 0.9324 2.8927 -1.5061
H 2.2741 3.6689 -0.6407
O 3.5320 0.8576 -5.4241
C 3.7695 -0.1039 -6.0930
C 2.9253 -1.3485 -6.2922
C 3.9114 -2.3467 -6.8904
C 4.8932 -1.4204 -7.6017
O 4.9083 -0.2134 -6.8231
H 2.1189 -1.0956 -6.9840
H 2.4885 -1.6587 -5.3483
H 3.4606 -3.0760 -7.5599
H 4.4236 -2.8858 -6.0926
H 4.5635 -1.1709 -8.6130
H 5.9109 -1.8006 -7.6444
O 3.7844 -0.7824 1.1469
C 4.3580 -0.7890 2.2002
C 3.8593 -0.1716 3.4804
C 5.1240 -0.0431 4.3173
C 5.9587 -1.2045 3.7766
O 5.5697 -1.3490 2.3923
H 3.1227 -0.8546 3.9108
H 3.3791 0.7726 3.2453
H 4.9619 -0.1012 5.3911
H 5.6071 0.9088 4.0958
H 5.7371 -2.1449 4.2859
H 7.0320 -1.0330 3.7981
O 3.5887 2.9913 3.3310
C 2.6895 3.3376 4.0459
C 1.4758 4.1634 3.6815
C 0.8975 4.5474 5.0389
C 1.3547 3.3831 5.9095
O 2.6103 2.9540 5.3382
H 0.8064 3.5112 3.1127
H 1.7632 4.9960 3.0449
H -0.1826 4.6592 5.0491
H 1.3474 5.4775 5.3906
H 0.6575 2.5450 5.8662
H 1.5314 3.6437 6.9493
O -2.3062 3.2870 8.0059
C -2.8946 3.4968 6.9871
C -4.3795 3.7145 6.7710
C -4.5465 3.5111 5.2679
C -3.1748 3.9251 4.7435
O -2.2534 3.5796 5.7933
H -4.6133 4.7355 7.0805
H -4.9494 3.0285 7.3917
H -5.3547 4.0886 4.8249
H -4.7205 2.4565 5.0515
H -3.1076 5.0018 4.5708
H -2.8659 3.3986 3.8438

M? In order: 711.49, 860.66, 746.62 g/mol.